{"formula": "C44H80F4N4O34S7", "method": "ωB97M-V with the def2-TZVPD basis set", "orbital_gap_ev": 9.40, "total_energy_ev": -209201.287, "charge": 0, "elements": ["C", "N", "O", "O", "H", "H", "H", "C", "N", "O", "O", "H", "H", "H", "C", "N", "O", "O", "H", "H", "H", "C", "N", "O", "O", "H", "H", "H", "C", "C", "C", "S", "O", "O", "C", "H", "H", "H", "H", "H", "H", "H", "H", "C", "C", "C", "S", "O", "O", "C", "H", "H", "H", "H", "H", "H", "H", "H", "C", "C", "C", "S", "O", "O", "C", "H", "H", "H", "H", "H", "H", "H", "H", "C", "C", "C", "S", "O", "O", "C", "H", "H", "H", "H", "H", "H", "H", "H", "C", "C", "C", "S", "O", "O", "C", "H", "H", "H", "H", "H", "H", "H", "H", "C", "C", "C", "S", "O", "O", "C", "H", "H", "H", "H", "H", "H", "H", "H", "C", "C", "C", "S", "O", "O", "C", "H", "H", "H", "H", "H", "H", "H", "H", "C", "C", "O", "C", "O", "O", "F", "H", "H", "H", "C", "C", "O", "C", "O", "O", "F", "H", "H", "H", "C", "C", "O", "C", "O", "O", "F", "H", "H", "H", "C", "C", "O", "C", "O", "O", "F", "H", "H", "H"], "coordinates": [[8.4531, -18.8233, 7.3344], [9.4563, -19.8752, 7.0452], [10.0147, -20.4126, 7.9923], [9.6978, -20.1785, 5.9167], [9.0411, -18.0719, 7.8613], [7.7874, -19.3454, 8.0218], [8.0595, -18.4598, 6.3852], [17.8898, -22.3545, 6.8050], [19.2097, -21.7488, 6.9798], [19.9638, -21.8355, 5.9332], [19.4755, -21.0965, 7.9990], [18.0084, -23.1662, 6.0873], [17.2150, -21.6381, 6.3366], [17.4479, -22.5705, 7.7777], [17.4599, -18.5795, 9.4024], [16.3193, -18.9080, 8.4871], [15.2847, -18.3371, 8.6858], [16.5448, -19.6331, 7.5218], [17.0111, -18.4040, 10.3801], [18.0434, -17.7365, 9.0323], [18.0762, -19.4716, 9.5135], [13.4040, -15.6618, 9.2838], [12.3790, -14.5823, 9.4724], [12.5429, -13.5791, 8.8067], [11.4494, -14.8946, 10.2427], [13.9369, -15.5785, 8.3366], [12.8070, -16.5708, 9.3565], [14.1177, -15.5641, 10.1019], [13.1808, -15.4400, 1.8359], [13.7042, -13.9815, 2.1522], [15.1819, -14.0845, 2.1784], [15.5013, -15.1840, 0.6100], [16.6618, -16.0119, 0.8684], [15.4625, -14.3031, -0.6005], [13.9374, -16.2185, 0.7305], [12.1297, -15.4013, 1.5502], [13.2654, -15.9107, 2.8154], [13.2038, -13.5153, 3.0010], [13.5986, -13.4556, 1.2033], [15.5936, -14.6429, 3.0192], [15.6758, -13.1166, 2.0932], [14.2027, -17.1833, 1.1628], [13.4193, -16.3333, -0.2216], [13.6849, -18.0654, 5.6078], [13.3611, -19.5540, 5.7750], [13.7041, -20.2562, 4.4409], [15.2781, -19.4051, 3.8669], [15.2800, -19.2205, 2.4025], [16.4848, -20.0601, 4.4237], [14.9543, -17.8839, 4.7244], [13.8483, -17.7020, 6.6223], [12.8419, -17.4872, 5.2296], [12.3252, -19.6703, 6.0934], [13.9521, -19.9786, 6.5865], [12.9594, -19.9737, 3.6968], [13.8382, -21.3278, 4.2935], [14.8346, -17.2526, 3.8440], [15.8861, -17.7126, 5.2635], [21.1931, -18.7864, 0.8365], [20.2831, -19.5231, -0.1756], [20.8907, -19.2573, -1.5334], [22.7138, -19.2764, -1.3295], [23.1656, -17.9889, -1.7578], [23.3142, -20.5138, -1.8208], [22.6372, -19.1992, 0.4635], [20.9260, -19.0842, 1.8504], [21.1617, -17.6971, 0.8138], [19.2958, -19.0674, -0.1009], [20.2464, -20.6049, -0.0472], [20.7682, -18.2179, -1.8379], [20.7360, -19.9923, -2.3233], [23.3721, -18.4887, 0.8418], [22.9325, -20.1641, 0.8758], [18.8993, -23.7822, 3.1252], [19.0100, -22.2646, 3.0177], [18.1135, -21.7724, 1.8720], [16.7238, -23.0384, 1.8006], [16.6722, -23.7027, 0.5463], [15.4655, -22.5429, 2.3845], [17.4364, -24.2136, 2.9946], [19.3828, -24.1798, 4.0176], [19.4744, -24.2369, 2.3187], [20.0248, -21.9549, 2.7678], [18.6294, -21.7764, 3.9149], [18.5876, -21.6948, 0.8936], [17.5561, -20.8693, 2.1207], [17.0979, -25.2454, 2.8998], [16.8515, -23.9358, 3.8713], [8.8037, -16.0691, 4.5060], [8.4061, -14.7372, 5.1322], [9.5304, -14.3600, 6.2213], [11.0349, -15.2526, 5.6870], [11.2761, -16.2897, 6.6628], [12.0543, -14.3534, 5.1992], [10.2311, -16.0625, 4.1672], [8.1510, -16.3322, 3.6737], [8.5770, -16.9224, 5.1452], [7.4360, -14.9430, 5.5845], [8.4134, -13.9404, 4.3884], [9.2414, -14.8714, 7.1395], [9.8876, -13.3309, 6.2587], [10.7141, -16.9791, 3.8288], [10.4582, -15.3980, 3.3335], [19.7071, -16.7038, 3.5122], [19.2485, -15.3451, 3.8800], [19.7919, -14.9677, 5.2708], [20.2955, -16.5414, 6.0505], [19.6717, -16.7112, 7.3404], [21.7288, -16.7993, 5.8827], [19.5566, -17.5640, 4.7704], [20.7261, -16.5929, 3.1414], [19.1772, -17.0080, 2.6095], [18.1622, -15.4054, 3.9467], [19.4276, -14.5331, 3.1752], [19.0434, -14.5701, 5.9562], [20.5785, -14.2248, 5.4036], [18.5120, -17.6400, 5.0726], [20.1036, -18.5028, 4.6841], [11.5889, -21.8648, 1.9219], [10.0368, -21.8949, 1.8631], [9.6633, -20.3947, 1.5834], [11.1375, -19.4350, 1.0716], [11.5382, -18.6131, 2.1895], [10.8441, -18.8576, -0.2625], [12.1952, -20.9215, 0.8897], [12.0223, -22.8639, 1.8758], [11.8551, -21.6302, 2.9526], [9.6348, -22.2877, 2.7970], [9.6541, -22.5450, 1.0763], [9.1768, -20.0658, 2.5016], [8.9218, -20.3984, 0.7845], [13.2459, -20.6641, 1.0230], [11.9666, -21.2548, -0.1226], [16.2446, -19.6733, -0.5913], [16.7008, -20.5082, -1.6968], [15.7747, -20.4094, -2.6859], [14.6803, -19.7630, -2.2332], [13.6368, -19.5136, -2.8384], [14.8919, -19.3660, -0.9327], [16.7977, -21.7251, -1.3362], [16.7560, -18.7409, -0.3523], [16.1613, -20.1703, 0.3753], [17.7181, -20.2422, -1.9839], [14.9022, -11.8968, 7.4031], [14.3015, -11.9034, 6.0060], [14.8515, -13.0993, 5.4461], [15.9132, -13.5150, 6.1063], [16.5607, -14.5521, 5.7590], [16.0273, -12.8462, 7.2464], [14.8108, -10.9054, 5.2803], [14.2139, -12.3256, 8.1314], [15.1704, -10.8842, 7.7047], [13.2149, -11.8224, 6.0347], [12.2988, -20.0039, 10.3468], [13.6005, -20.4075, 10.9277], [14.1479, -19.1952, 11.4282], [13.1460, -18.4030, 11.7400], [13.1325, -17.4068, 12.4498], [12.0040, -18.9314, 11.1717], [14.4264, -21.0220, 10.0565], [11.5312, -20.7715, 10.4444], [12.3004, -19.6298, 9.3230], [13.4308, -21.1018, 11.7506], [14.4722, -23.5515, 7.1398], [13.0941, -24.1352, 7.1230], [12.8620, -24.5953, 5.8309], [13.9810, -24.3578, 5.0552], [14.1424, -24.8110, 3.8924], [14.8798, -23.5916, 5.7927], [12.2797, -23.1172, 7.4234], [15.1706, -23.9617, 7.8692], [14.3082, -22.5037, 7.3912], [12.9512, -24.9027, 7.8837]], "forces_ev_per_a": [[0.67, -0.32, 0.33], [0.86, -0.77, 0.90], [-0.40, 0.52, 0.32], [-0.11, 0.08, -1.72], [-0.33, 0.18, 0.02], [-0.40, 0.55, -0.21], [-0.20, -0.25, 0.42], [-0.71, -0.19, -0.08], [2.47, 1.70, -1.94], [-1.95, 0.27, 3.69], [-0.41, -1.57, -1.95], [-0.07, -0.20, 0.50], [0.33, 0.40, -0.13], [0.33, -0.37, -0.10], [-0.11, -0.97, 0.94], [1.87, 0.06, -1.11], [-1.27, 0.32, 0.19], [-0.37, 0.26, 0.84], [-0.01, 0.41, -0.19], [-0.26, -0.08, -0.25], [0.08, 0.13, -0.48], [-0.17, -0.24, 0.31], [-0.48, -1.96, 0.43], [-0.94, 0.37, 0.67], [1.55, 1.67, -1.66], [-0.38, 0.24, 0.04], [0.48, -0.06, 0.01], [-0.17, -0.16, 0.08], [-0.77, 0.87, 0.60], [-0.35, -1.18, -2.18], [0.89, -1.12, -0.51], [-0.33, 1.79, -0.85], [-0.08, 0.07, -0.23], [-0.06, -1.85, 2.43], [0.93, 1.26, 1.44], [-0.08, -0.01, 0.25], [-0.15, -0.67, -0.16], [0.13, -0.12, -0.15], [-0.96, 0.79, 0.21], [0.09, -0.11, 0.02], [0.23, -0.25, -0.35], [0.35, -0.06, -0.46], [0.22, 0.32, 0.07], [0.64, 0.18, 0.18], [0.42, -0.86, -0.44], [0.35, 0.94, -0.63], [0.35, -2.31, -0.52], [-0.24, 0.06, 1.57], [-1.52, 0.77, -0.42], [-0.24, -0.25, -0.16], [0.23, 0.33, -0.16], [0.15, -0.29, -0.29], [-0.12, -0.17, -0.39], [0.27, 0.08, 0.00], [0.10, 0.32, -0.15], [0.27, -0.03, 0.70], [-0.02, 0.69, 0.50], [-0.20, 0.42, 0.06], [0.79, -1.06, -0.12], [0.16, 0.96, -0.20], [1.16, 0.02, -0.54], [-0.67, -0.95, 0.68], [0.68, 0.54, -0.66], [-0.58, 1.21, 0.54], [0.23, -0.27, 1.04], [0.22, -0.03, 0.07], [-0.52, -0.03, -0.41], [-0.25, -0.38, -0.13], [-0.04, 0.09, 0.54], [-0.43, -0.19, -0.31], [-0.53, 0.22, 0.01], [0.02, 0.09, -0.36], [-0.26, -0.19, -0.13], [0.29, -1.06, -0.37], [-0.71, 0.41, -0.56], [-1.51, -0.75, 0.26], [-0.71, -0.35, 1.83], [0.01, -0.22, -1.53], [1.53, 0.19, -0.81], [-0.55, 1.51, 1.15], [-0.19, 0.22, 0.26], [-0.01, -0.01, -0.28], [0.09, -0.01, 0.53], [0.43, -0.06, 0.09], [-0.19, -0.30, 0.06], [0.30, 0.21, -0.01], [0.61, 0.01, -1.00], [0.28, 0.34, 0.47], [-1.13, -0.93, -0.12], [1.37, 0.09, 0.85], [-0.39, -1.31, -1.30], [-1.83, -1.07, -2.30], [0.53, 0.11, 0.43], [0.16, 0.00, 0.72], [1.90, 0.94, -0.02], [0.15, 0.47, -0.47], [0.19, 0.20, 0.64], [0.00, 0.90, 0.13], [-0.46, -0.13, -0.03], [0.31, 0.69, 0.32], [-0.71, 0.03, 0.37], [-0.05, -0.35, 0.71], [-0.10, 0.49, 0.14], [0.83, -0.10, -1.00], [-1.06, 1.71, 0.95], [-0.21, -0.02, 1.25], [1.51, -0.58, -1.38], [-0.04, 0.05, 0.02], [-1.04, 0.77, 0.59], [-0.04, 0.43, -0.46], [0.46, -0.58, 0.51], [-0.43, -0.53, 0.33], [-0.16, 0.24, 0.27], [0.35, -0.30, -0.23], [-0.47, -0.28, -0.24], [0.51, -0.38, -0.71], [-0.11, -0.49, -0.28], [-0.29, -0.04, 0.44], [0.13, -1.26, 0.78], [1.21, 0.92, -0.70], [-0.99, -1.46, 0.38], [-1.43, -0.85, -2.35], [0.35, 0.34, 0.10], [0.73, -0.54, 2.48], [-0.97, 0.54, 0.49], [-0.01, -0.13, -0.59], [0.09, 0.71, -0.06], [0.00, 0.32, 0.03], [0.20, 0.11, -0.18], [0.38, 0.83, -0.15], [0.23, 0.54, -0.09], [-0.06, -0.01, 0.03], [0.26, 0.00, -0.06], [-1.65, 1.55, 2.55], [2.55, 2.48, -0.43], [-1.16, 0.63, -1.67], [-3.35, 1.65, -0.16], [3.41, -1.15, 1.49], [-0.49, -0.11, -1.44], [0.09, -4.96, 1.34], [0.26, 0.10, -0.61], [0.36, -0.48, -0.17], [-0.07, 0.54, -0.91], [0.10, -1.01, -0.35], [0.83, -0.95, 1.07], [-1.78, 0.60, -1.19], [1.52, -4.45, -0.24], [-2.06, 4.40, 1.39], [0.34, 1.05, 0.74], [0.19, 1.23, -0.77], [0.16, -0.03, -0.10], [0.63, -0.30, -0.08], [0.06, -0.64, -0.57], [-0.63, -0.12, -0.91], [0.17, -0.98, 0.12], [1.61, -0.81, -0.10], [-2.34, 2.34, 1.53], [0.52, -2.56, -2.05], [-0.62, 2.07, 1.52], [0.52, 0.32, -0.23], [0.08, 0.04, -0.02], [0.45, -0.40, -0.25], [0.32, 0.06, 0.28], [0.07, 1.22, 0.08], [0.50, -0.65, 0.88], [0.89, -0.10, -0.53], [0.88, -1.48, -3.60], [-0.69, 2.35, 5.52], [-0.14, -1.46, -1.67], [-1.69, 0.79, 0.08], [0.16, -0.44, -0.49], [0.36, 0.10, 0.15], [-0.32, -0.30, -0.35]]}